No. 1
C14H9FeO8 as an isolated structure. Source: OMol25; level of theory: wB97M-V/def2-TZVPD.

Results
Expectation value of S²: 6.01
DFT total energy (a.u.): -2404.6536
Total charge: -1
2S+1: 5
Orbital gap (alpha / beta) (eV): 6.82 / 6.92
Lowest unoccupied orbital energy (alpha / beta) (eV): 2.49 / 2.49

Last column: natural (NBO) charge in e.
Positions of all 32 atoms, in Å:
Fe (0.676, 1.818, -0.673)  1.565
C (-4.070, -3.133, -1.077)  -0.254
O (-2.811, -3.769, -0.970)  -0.493
C (-1.712, -2.971, -0.953)  0.343
C (-0.483, -3.661, -0.827)  -0.334
C (0.666, -2.932, -0.779)  -0.109
C (0.681, -1.520, -0.881)  -0.347
C (1.929, -0.814, -0.815)  0.597
C (3.186, -1.515, -0.364)  -0.705
O (2.042, 0.387, -1.130)  -0.707
C (-0.563, -0.825, -1.019)  0.466
O (-0.679, 0.447, -1.105)  -0.804
C (-1.756, -1.606, -1.041)  -0.376
H (-4.810, -3.928, -1.081)  0.191
H (-4.146, -2.560, -2.004)  0.179
H (-4.248, -2.468, -0.228)  0.183
H (-0.485, -4.740, -0.769)  0.218
H (1.608, -3.458, -0.690)  0.204
H (2.992, -2.166, 0.487)  0.228
H (3.915, -0.757, -0.092)  0.243
H (3.598, -2.121, -1.174)  0.227
H (-2.681, -1.056, -1.126)  0.220
O (0.714, 6.146, 3.552)  -0.525
C (0.708, 5.271, 2.723)  0.388
C (0.574, 5.460, 1.214)  0.362
O (0.448, 6.524, 0.639)  -0.575
C (0.636, 4.114, 0.666)  0.183
C (0.814, 3.150, 1.668)  0.287
O (0.916, 1.909, 1.352)  -0.822
C (0.841, 3.774, 2.993)  0.354
O (0.939, 3.251, 4.084)  -0.559
O (0.561, 3.750, -0.582)  -0.830

=====

No. 2
A 40-piece molecular cluster, H80O40 overall. Source: OMol25; level of theory: wB97M-V/def2-TZVPD.

Results
DFT total energy (a.u.): -3057.1603
Orbital gap (eV): 9.91
Lowest unoccupied orbital energy (eV): -0.25

Last column: Mulliken charge in e.
Positions of all 120 atoms, in Å:
H (1.196, 5.882, 2.254)  0.283
H (1.252, 6.799, 0.863)  0.296
O (1.004, 5.883, 1.291)  -0.568
H (1.643, 3.376, 5.018)  0.312
H (1.858, 4.835, 4.704)  0.292
O (1.218, 4.274, 5.125)  -0.618
H (-1.082, -5.926, -1.043)  0.267
H (-1.316, -4.581, -0.335)  0.334
O (-1.196, -4.924, -1.146)  -0.507
H (1.203, -4.794, -4.073)  0.292
H (2.268, -5.636, -3.254)  0.262
O (2.158, -4.950, -3.825)  -0.632
H (-2.954, 3.635, -2.027)  0.324
H (-1.672, 4.072, -1.254)  0.342
O (-2.559, 4.479, -1.447)  -0.759
H (2.282, -1.164, 1.077)  -0.049
O (2.099, -0.479, 1.818)  0.638
H (3.812, 1.568, -1.679)  0.240
O (4.582, 1.482, -1.174)  -0.645
H (3.282, 1.470, 1.698)  0.224
H (2.393, 2.679, 2.427)  0.231
O (3.287, 2.216, 2.347)  -0.676
H (-5.820, 2.570, -0.168)  0.228
H (-5.380, 2.795, -1.480)  0.282
O (-5.022, 2.802, -0.604)  -0.523
H (-6.515, -0.372, 1.413)  0.279
H (-5.807, 0.614, 0.290)  0.276
O (-5.759, 0.199, 1.160)  -0.641
H (0.126, -2.475, -2.771)  0.040
H (1.508, -2.904, -3.563)  0.017
O (1.008, -2.289, -2.929)  0.271
H (0.783, -1.971, 3.461)  0.211
O (-0.144, -2.135, 3.067)  -0.685
H (-0.397, -0.756, -3.129)  -0.143
H (-0.063, -0.843, -4.759)  0.359
O (-0.388, -0.300, -3.984)  -0.405
H (-2.344, -1.552, 4.019)  0.359
H (-2.418, -0.193, 3.702)  0.223
O (-3.001, -1.026, 3.629)  -0.720
H (-1.337, -2.326, -3.957)  0.218
H (-1.848, -3.762, -3.336)  0.377
O (-1.276, -3.404, -4.077)  -0.621
H (4.680, -0.960, 3.090)  0.374
H (4.767, -2.148, 2.273)  0.166
O (4.130, -1.725, 2.763)  -0.580
H (1.560, -2.253, 5.520)  0.292
H (2.436, -1.329, 4.813)  0.223
O (1.779, -1.382, 5.293)  -0.548
H (-2.766, 1.436, -3.339)  0.346
H (-2.902, 0.286, -1.949)  -0.060
O (-3.446, 0.910, -2.670)  -0.523
H (-1.211, 1.281, 1.882)  0.412
O (-0.295, 0.957, 1.655)  -0.072
H (2.705, -5.280, 1.738)  0.250
H (1.344, -4.510, 2.260)  0.240
O (2.220, -4.429, 1.774)  -0.529
H (2.290, -1.025, -5.004)  0.246
O (2.502, -1.718, -5.645)  -0.610
H (-0.317, -3.641, 1.864)  0.305
H (-1.600, -4.674, 1.644)  0.390
O (-0.732, -4.330, 1.325)  -0.627
H (-2.923, -0.087, -4.669)  0.229
H (-4.408, -0.206, -4.688)  0.318
O (-3.512, -0.707, -4.575)  -0.504
H (5.061, 1.043, 2.899)  0.356
H (5.490, 0.483, 1.439)  0.336
O (5.658, 0.458, 2.480)  -0.724
H (-1.647, 4.059, 2.687)  0.366
H (-2.095, 3.181, 3.801)  0.193
O (-2.235, 4.002, 3.467)  -0.655
H (4.319, -0.816, -0.403)  0.263
H (4.157, -2.161, -0.290)  0.307
O (4.581, -1.507, 0.260)  -0.529
H (0.102, 2.316, -2.250)  0.148
H (0.065, 3.549, -3.086)  0.355
O (-0.534, 2.964, -2.490)  -0.413
H (-2.661, -2.923, 1.236)  0.399
H (-3.005, -4.089, 0.425)  0.297
O (-3.329, -3.710, 1.281)  -0.736
H (-3.453, -1.359, 1.755)  0.346
H (-4.174, -0.387, 0.934)  0.207
O (-3.631, -1.153, 0.850)  -0.408
H (-0.798, 0.346, 5.705)  0.273
H (-0.538, -0.863, 4.884)  0.386
O (-1.188, -0.420, 5.378)  -0.681
H (-2.467, -1.539, -2.854)  0.409
H (-3.326, -1.480, -1.577)  0.219
O (-2.980, -2.047, -2.220)  -0.596
H (2.715, 2.896, -2.935)  0.216
O (2.011, 3.321, -3.240)  -0.551
H (0.229, 5.814, -1.784)  0.232
H (-1.109, 5.604, -2.286)  0.312
O (-0.263, 5.415, -2.453)  -0.519
H (0.461, 1.506, 1.931)  -0.024
H (2.886, -0.511, 2.253)  0.086
H (1.685, -1.691, -6.121)  0.328
H (5.285, 0.879, -1.711)  0.325
H (-0.322, -1.153, 2.819)  0.239
H (2.257, 3.564, -4.150)  0.272
O (3.524, -0.617, -2.396)  -0.445
H (2.947, -1.461, -2.305)  0.114
H (3.924, -0.673, -3.283)  0.275
O (-0.094, 2.034, 4.131)  -0.332
H (0.029, 1.774, 3.247)  -0.216
H (-0.550, 2.733, 4.425)  0.293
O (1.864, 1.029, -4.225)  -0.629
H (1.576, 0.899, -3.343)  0.260
H (1.357, 1.664, -4.640)  0.304
O (-1.907, 0.854, -0.024)  0.976
H (-2.172, 1.876, -0.138)  0.184
H (-2.657, 0.298, -0.005)  -0.361
O (0.475, 0.926, -1.112)  0.105
H (-0.025, 1.005, -0.170)  0.052
H (0.313, -0.034, -1.280)  -0.052
O (-2.724, 1.764, 2.316)  -0.506
H (-3.258, 2.364, 2.771)  0.265
H (-2.848, 1.889, 1.357)  -0.135
O (2.076, -2.841, -0.439)  -0.466
H (2.542, -2.951, 0.378)  0.163
H (1.437, -3.454, -0.604)  0.095

=====

No. 3
C31H47NO2P2PbS2 as an isolated structure. Source: OMol25; level of theory: wB97M-V/def2-TZVPD.

Results
DFT total energy (a.u.): -3085.5919
Total charge: +2
Orbital gap (alpha / beta) (eV): 4.76 / 4.75
Lowest unoccupied orbital energy (alpha / beta) (eV): -7.84 / -7.84

Last column: Mulliken charge in e.
Positions of all 86 atoms, in Å:
Pb (-0.015, -0.416, -2.753)  0.950
C (-0.716, -2.229, 1.156)  0.519
C (0.637, -2.350, 0.734)  0.442
C (0.593, -0.953, 2.571)  0.984
C (-0.738, -1.370, 2.293)  0.748
C (1.437, -1.551, 1.602)  0.461
C (-1.896, -2.899, 0.572)  -1.756
H (-1.644, -3.387, -0.374)  0.353
H (-2.699, -2.175, 0.383)  0.426
H (-2.297, -3.667, 1.250)  0.401
C (-1.927, -0.970, 3.072)  -1.122
H (-2.818, -1.524, 2.741)  0.448
H (-2.136, 0.109, 2.961)  0.055
H (-1.779, -1.168, 4.149)  0.365
C (1.006, -0.117, 3.711)  -1.350
H (0.856, -0.642, 4.661)  0.380
H (0.430, 0.808, 3.741)  0.205
H (2.057, 0.148, 3.625)  0.423
C (2.904, -1.395, 1.535)  -1.647
H (3.416, -2.034, 2.280)  0.335
H (3.197, -0.351, 1.747)  0.393
H (3.294, -1.671, 0.541)  0.366
C (1.149, -3.203, -0.362)  -1.368
H (1.548, -4.155, 0.028)  0.383
H (1.968, -2.709, -0.904)  0.339
H (0.354, -3.455, -1.078)  0.204
C (-2.192, 1.305, -6.110)  -0.345
C (-2.051, -0.162, -6.070)  -0.268
C (-1.055, -0.883, -6.993)  -1.314
C (0.383, -0.980, -6.460)  -0.986
C (0.484, -0.350, -5.127)  -0.318
C (0.365, 1.098, -5.085)  1.242
C (0.198, 2.012, -6.293)  -1.008
C (-1.192, 1.999, -6.957)  -1.261
H (-1.066, -0.393, -7.984)  0.395
H (1.106, -0.474, -7.142)  0.380
H (-1.417, -1.899, -7.186)  0.386
H (-1.116, 1.463, -7.903)  0.253
H (-3.179, 1.754, -5.982)  0.531
H (-2.966, -0.725, -5.872)  0.746
H (-1.499, 3.023, -7.179)  0.479
H (0.404, 3.044, -5.951)  0.281
H (1.002, 1.582, -4.342)  -1.049
H (0.980, 1.756, -7.024)  0.527
H (0.669, -2.037, -6.376)  0.410
H (1.100, -0.898, -4.376)  0.767
P (-1.520, 0.739, -4.540)  0.357
P (1.721, 2.247, -2.057)  0.396
C (-0.828, 2.882, -3.206)  -0.397
C (0.529, 3.452, -2.904)  -1.024
H (-1.485, 2.800, -2.329)  0.098
H (-1.326, 3.290, -4.102)  0.549
H (1.061, 3.772, -3.826)  0.385
H (0.505, 4.286, -2.167)  0.610
C (2.463, 3.124, -0.674)  -0.508
H (3.124, 2.428, -0.125)  0.392
H (1.616, 3.427, -0.024)  -0.128
H (3.032, 3.992, -1.045)  0.473
C (3.254, 1.863, -3.022)  -1.194
H (3.634, 2.735, -3.564)  0.400
H (3.115, 1.018, -3.713)  0.263
H (4.004, 1.545, -2.284)  0.433
C (-3.075, 0.648, -3.590)  -0.895
H (-3.045, -0.207, -2.898)  0.183
H (-3.872, 0.500, -4.339)  0.660
H (-3.166, 1.587, -3.019)  0.327
C (-1.615, -1.846, -3.794)  -1.651
H (-0.874, -2.633, -3.523)  0.602
H (-1.893, -1.993, -4.857)  0.384
H (-2.515, -1.969, -3.158)  0.414
O (0.871, 5.174, 2.307)  -0.671
S (0.512, 3.783, 2.372)  1.065
O (1.502, 2.860, 2.893)  -0.593
N (-0.093, 3.232, 0.916)  -0.486
C (-1.345, 2.758, 0.988)  0.445
S (-2.057, 1.772, -0.174)  -0.360
C (-1.957, 3.022, 2.306)  0.067
C (-3.237, 2.723, 2.797)  -0.545
C (-3.516, 2.931, 4.154)  -0.531
C (-2.524, 3.427, 5.026)  -0.566
C (-1.259, 3.749, 4.537)  -0.603
C (-1.010, 3.537, 3.195)  0.084
H (-3.994, 2.341, 2.106)  0.441
H (-4.509, 2.701, 4.548)  0.410
H (-2.739, 3.559, 6.079)  0.449
H (-0.456, 4.145, 5.152)  0.485

=====

No. 4
C25H14BeN7O7 as an isolated structure. Source: OMol25; level of theory: wB97M-V/def2-TZVPD.

Results
DFT total energy (a.u.): -1885.7001
Total charge: -1
Orbital gap (eV): 5.59
Lowest unoccupied orbital energy (eV): 2.06

Last column: natural (NBO) charge in e.
Positions of all 54 atoms, in Å:
Be (-2.054, 0.498, -0.883)  1.687
C (-0.554, -5.020, -0.928)  -0.265
C (0.771, -4.708, -1.189)  -0.158
C (1.186, -3.395, -1.074)  -0.237
C (0.247, -2.447, -0.679)  0.152
N (-1.026, -2.727, -0.434)  -0.408
C (-1.410, -3.995, -0.562)  0.047
N (1.775, -0.720, 0.333)  -0.499
C (1.039, -0.008, 1.278)  0.382
N (-1.180, 0.594, 0.425)  -0.626
C (-1.307, 1.485, 1.455)  0.424
N (-2.430, 2.247, 1.482)  -0.579
C (-3.390, 2.189, 0.571)  0.420
C (-4.564, 2.984, 0.798)  -0.251
C (-5.582, 3.004, -0.098)  -0.164
C (-5.502, 2.238, -1.287)  -0.336
C (-4.382, 1.495, -1.479)  0.066
N (-3.354, 1.449, -0.590)  -0.811
C (-0.285, 1.651, 2.389)  -0.262
C (-0.379, 2.584, 3.462)  -0.114
C (0.714, 2.972, 4.163)  -0.331
C (2.012, 2.468, 3.785)  -0.188
C (2.174, 1.556, 2.806)  -0.235
C (1.010, 1.025, 2.115)  -0.049
H (-0.922, -6.035, -1.010)  0.215
H (1.474, -5.478, -1.484)  0.217
H (2.205, -3.108, -1.293)  0.235
H (-2.456, -4.198, -0.360)  0.191
H (-4.585, 3.562, 1.711)  0.224
H (-6.456, 3.614, 0.097)  0.207
H (-6.290, 2.244, -2.026)  0.216
H (-4.235, 0.894, -2.370)  0.216
H (-1.358, 2.996, 3.674)  0.223
H (0.630, 3.682, 4.975)  0.200
H (2.889, 2.835, 4.306)  0.200
H (3.159, 1.184, 2.550)  0.207
O (-0.316, 0.208, -3.898)  -0.624
C (-0.466, -0.061, -2.726)  0.792
O (-1.674, -0.143, -2.184)  -1.002
C (0.706, -0.227, -1.799)  -0.323
C (1.938, 0.083, -2.340)  -0.078
C (3.277, -0.142, -1.976)  -0.142
C (3.823, -0.819, -0.864)  -0.134
C (3.083, -1.111, 0.230)  0.115
C (0.668, -1.005, -0.560)  0.495
O (-0.227, -0.445, 0.681)  -0.235
N (3.628, -1.938, 1.296)  0.514
O (2.860, -2.315, 2.164)  -0.399
O (4.826, -2.190, 1.282)  -0.423
N (4.264, 0.273, -2.967)  0.533
O (3.897, 0.838, -3.985)  -0.420
O (5.445, 0.025, -2.743)  -0.441
H (1.843, 0.516, -3.329)  0.282
H (4.844, -1.160, -0.912)  0.274